1.
# C35H24GeO2S7V

C35H24GeO2S7V as an isolated structure (the ωB97M-V functional and the def2-TZVPD basis, the OMol25 dataset).

Geometry as XYZ:
```
70
C35H24GeO2S7V the ωB97M-V functional and the def2-TZVPD basis
Ge -1.041 1.639 -1.341
V -1.032 -1.007 0.755
S 2.631 -1.032 4.140
S -1.252 -0.913 5.618
S 1.913 -3.516 -2.157
S 0.918 -1.145 -0.573
S -0.719 -4.740 -2.351
S -2.071 -2.567 -0.765
S -1.153 -3.895 2.321
O 1.515 -5.947 -3.100
O -0.987 -0.745 2.547
C -0.223 -5.031 1.421
C 1.007 -4.954 -2.626
C -0.237 -1.846 4.570
C -2.058 5.125 -3.542
C 0.004 -1.476 3.115
C 1.282 -3.318 1.764
C 1.948 2.302 -1.135
C -2.297 -0.795 -4.511
C -0.021 -2.950 6.600
C -0.951 0.548 -3.015
C 0.186 -2.796 2.380
C -1.152 -1.334 -5.075
C 3.023 2.924 -0.519
C -1.460 3.997 -3.014
C 0.647 2.538 -0.714
C 0.461 3.407 0.356
C 0.340 -2.889 5.243
C 0.185 0.004 -3.596
C -3.283 5.547 -3.050
C -1.566 0.491 0.074
C -2.188 0.132 -3.493
C 1.608 0.369 2.254
C -3.278 3.702 -1.513
C -2.054 3.266 -1.995
C -3.892 4.831 -2.033
C 2.815 3.789 0.542
C 3.580 0.231 3.441
C 2.911 0.876 2.453
C 1.523 4.029 0.983
C -0.640 -3.196 -1.466
C 0.090 -0.927 -4.618
C 0.585 -2.625 -1.396
C -0.876 -1.950 6.955
C 1.043 -4.598 1.209
C 1.305 -0.681 3.068
H -0.504 3.663 -3.396
H 1.008 -3.590 4.774
H 3.655 4.269 1.031
H -0.550 3.582 0.704
H 0.989 -1.357 -5.044
H 4.032 2.723 -0.861
H 0.341 -3.703 7.279
H 0.910 0.771 1.534
H -1.228 -2.080 -5.856
H -4.850 5.160 -1.646
H 2.223 -2.799 1.686
H 4.574 0.396 3.806
H -0.689 -5.935 1.077
H -1.312 -1.757 7.916
H -1.574 5.681 -4.337
H -3.754 3.144 -0.718
H 1.787 -5.155 0.664
H 1.162 0.279 -3.228
H -3.082 0.534 -3.029
H 3.326 1.678 1.869
H 1.349 4.695 1.820
H -3.274 -1.118 -4.851
H 2.135 1.614 -1.945
H -3.760 6.431 -3.460
```

Output
Expectation value of S² = 0.9208
Energy = -7306.8533 a.u.
Relative energy (zero: lowest compared OMol25 entry of this formula, charge and spin) = 70.06 kJ/mol
Total charge = -2
LUMO level (spin up / spin down) = 0.14654 / 0.14653 Eh
Multiplicity = 2

natural (NBO) population analysis, charges in e, atoms 1 to 5: number 1, Ge, carries 1.51; number 2, V, carries 0.62; number 3, S, carries 0.38; number 4, S, carries 0.47; number 5, S, carries 0.28

***

2.
# C35H25BrFMnN11O6Se

C35H25BrFMnN11O6Se as an isolated structure (the ωB97M-V functional and the def2-TZVPD basis, the OMol25 dataset).

Geometry as XYZ:
```
81
C35H25BrFMnN11O6Se the ωB97M-V functional and the def2-TZVPD basis
Br -0.695 3.290 -2.326
Se 2.653 2.600 6.912
Mn 0.027 -0.053 0.175
F -5.397 -3.277 -0.883
O 4.674 0.092 -5.817
O -5.163 -4.347 1.754
O -4.358 -0.209 3.377
O 2.625 -0.252 -6.388
O -1.721 1.482 0.366
O -2.315 -0.597 -0.007
N 0.302 0.044 -1.764
N 0.078 -2.393 0.126
N -4.916 -2.226 2.518
N -4.650 -0.388 1.122
N 2.361 -0.362 -0.092
N -0.718 -2.992 -0.778
N -0.233 -0.141 2.134
N 2.988 3.073 5.240
N 3.490 -0.058 -5.541
N 1.173 1.803 0.928
N 1.409 1.447 6.410
C -1.066 -0.989 2.728
C 1.782 0.007 -3.706
C 1.308 1.475 5.092
C 1.863 2.731 0.297
C 3.970 -0.094 -1.883
C -5.089 -3.169 1.504
C 3.363 -0.406 0.773
C 0.479 0.710 2.921
C -5.137 -2.520 0.202
C 2.153 2.541 3.009
C -1.238 -1.059 4.107
C 5.016 -0.105 -0.928
C -0.588 0.285 -3.975
C 1.283 1.702 2.270
C -4.619 -0.888 2.412
C -1.454 -5.229 -1.573
C 4.702 -0.256 0.397
C 0.657 0.155 -4.543
C 0.424 0.637 4.337
C 2.191 2.391 4.434
C 2.753 3.590 0.947
C 4.189 -0.010 -3.259
C 1.544 -0.048 -2.308
C 2.914 3.482 2.312
C -4.894 -1.202 0.058
C -0.729 0.239 -2.592
C -0.657 -4.335 -0.700
C -2.565 0.579 0.363
C -3.989 0.874 0.883
C 1.644 -3.138 1.896
C 2.640 -0.186 -1.393
C -0.473 -0.253 4.926
C 0.676 -3.375 0.795
C 3.139 -0.031 -4.167
C 0.247 -4.616 0.304
H -1.714 0.321 -2.149
H 5.201 0.041 -3.632
H -2.520 -5.046 -1.445
H -0.546 -0.286 6.001
H -3.900 1.403 1.835
H -1.962 -1.744 4.512
H -1.459 0.444 -4.591
H -1.622 -1.654 2.077
H -4.547 1.481 0.169
H 1.712 2.815 -0.772
H 0.557 -5.582 0.642
H 3.589 4.112 2.869
H 3.288 4.335 0.380
H 6.033 0.011 -1.272
H 1.507 -3.875 2.685
H -1.250 -6.265 -1.319
H -1.353 -2.437 -1.333
H -4.899 -0.737 -0.917
H 0.784 0.178 -5.613
H -4.909 -2.596 3.463
H 2.664 -3.228 1.525
H 1.507 -2.140 2.304
H 5.466 -0.271 1.157
H 3.106 -0.547 1.812
H -1.208 -5.070 -2.623
```

Output
Expectation value of S² = 8.7550
Energy = -8628.9456 a.u.
Relative energy (zero: lowest compared OMol25 entry of this formula, charge and spin) = 0.00 kJ/mol
Total charge = 0
LUMO level (spin up / spin down) = -0.06136 / -0.06113 Eh
Multiplicity = 6

Mulliken population analysis, charges in e, atoms 1 to 5: number 1, Br, carries -0.70; number 2, Se, carries 0.28; number 3, Mn, carries -0.51; number 4, F, carries -0.40; number 5, O, carries -0.64

***

3.
# C35H26BN7O4RhS

C35H26BN7O4RhS as an isolated structure (the ωB97M-V functional and the def2-TZVPD basis, the OMol25 dataset).

Geometry as XYZ:
```
75
C35H26BN7O4RhS the ωB97M-V functional and the def2-TZVPD basis
Rh -0.978 -0.025 0.168
S 1.479 0.346 -1.549
O 0.993 0.918 2.243
O 1.054 -1.360 1.960
O 1.157 1.440 -0.649
O 1.563 0.662 -2.955
N -1.750 -1.152 1.843
N -2.172 -1.700 -1.108
N -1.363 3.015 -3.082
N 0.387 -0.787 -1.235
N -1.685 1.646 -1.229
N -2.044 1.309 1.278
N -2.228 2.612 0.835
C -3.405 -2.125 -0.998
C -2.466 -0.859 4.109
C 3.047 -0.296 -1.058
C -1.985 2.731 -0.430
C -3.983 -3.060 -1.881
C -1.698 4.179 -2.387
C -2.367 6.438 -0.945
C -0.034 -1.710 -2.209
C -1.841 -3.023 3.307
C -1.388 -2.177 -2.121
C -2.038 4.058 -1.043
C 0.248 -3.128 -4.156
C -2.385 1.037 2.478
C 0.755 -2.203 -3.220
C -2.277 -2.216 4.343
C 2.762 1.028 3.982
C 5.409 0.050 -0.895
C -1.581 -2.451 2.071
C -1.371 1.832 -2.479
C -1.036 -3.583 -4.087
C 1.986 -0.992 2.918
C 3.157 -1.517 -0.414
C 2.844 -1.798 3.626
C 4.411 -1.949 -0.001
C 3.683 -1.153 4.536
C -1.684 5.418 -3.023
C -2.019 6.539 -2.296
C -3.219 -3.543 -2.901
C 3.641 0.226 4.709
C 4.166 0.492 -1.311
C -2.372 5.211 -0.323
C -1.880 -3.112 -3.053
C 5.530 -1.168 -0.235
C 1.943 0.379 3.089
C -2.192 -0.365 2.848
B 0.485 -0.166 1.542
H 4.380 -1.740 5.117
H -1.418 -4.300 -4.802
H -1.412 5.492 -4.068
H -3.622 -4.264 -3.603
H -1.063 3.070 -4.043
H 0.906 -3.484 -4.938
H 2.727 2.102 4.102
H -2.012 7.506 -2.780
H -3.983 -1.717 -0.175
H 4.509 -2.902 0.504
H -2.628 5.112 0.722
H -5.008 -3.373 -1.740
H 4.309 0.690 5.421
H -2.472 -2.632 5.322
H -2.628 7.328 -0.390
H 2.275 -2.118 -0.240
H -2.808 1.778 3.144
H -1.222 -3.036 1.235
H -1.687 -4.083 3.447
H 6.285 0.655 -1.085
H -2.819 -0.196 4.885
H 2.870 -2.869 3.480
H 6.504 -1.509 0.091
H 1.780 -1.874 -3.313
H -1.083 0.976 -3.079
H 4.060 1.437 -1.827
```

Output
Energy = -2567.1160 a.u.
Relative energy (zero: lowest compared OMol25 entry of this formula, charge and spin) = 63.87 kJ/mol
Total charge = +1
LUMO level (spin up / spin down) = -0.13495 / -0.13497 Eh
Multiplicity = 1

Mulliken population analysis, charges in e, atoms 1 to 5: number 1, Rh, carries -0.09; number 2, S, carries 1.37; number 3, O, carries -0.45; number 4, O, carries -0.12; number 5, O, carries -0.58

***

4.
# C35H26Br2IrN4O4

C35H26Br2IrN4O4 as an isolated structure (the ωB97M-V functional and the def2-TZVPD basis, the OMol25 dataset).

Geometry as XYZ:
```
72
C35H26Br2IrN4O4 the ωB97M-V functional and the def2-TZVPD basis
Ir 0.365 -0.159 -0.858
Br 1.121 -4.270 5.509
Br 3.463 1.053 1.233
O -0.523 1.399 -1.733
O 0.992 -1.252 1.018
O -1.057 -0.682 0.585
O -4.464 1.772 -1.300
N 1.700 0.026 -2.410
N -1.441 2.279 0.265
N -0.381 -1.561 -2.095
N -0.464 2.015 1.027
C 0.262 -2.682 3.322
C 3.541 -0.360 6.433
C 0.324 -1.712 -3.248
C 2.247 -0.970 -4.556
C 1.460 -0.869 -3.408
C -2.347 -2.375 4.253
C -1.185 -3.398 -4.018
C 4.078 0.583 5.581
C 0.781 -2.700 -5.421
C 1.873 -1.920 -5.565
C -1.967 -1.768 3.066
C 2.723 0.853 -2.552
C -3.822 4.700 -3.410
C 1.661 1.312 1.754
C 3.578 0.805 -3.656
C 2.050 0.644 4.153
C -0.036 -2.620 -4.243
C -0.133 -3.270 4.510
C 2.247 -0.772 6.186
C -1.753 3.821 -2.588
C 3.327 1.101 4.457
C -4.518 3.706 -2.744
C -1.688 1.768 -1.136
C 1.501 -0.253 5.061
C -0.222 -1.277 1.360
C -2.436 4.765 -3.334
C -2.435 2.813 -1.916
C -1.433 -3.126 4.980
C 0.759 1.662 0.635
C -1.895 -3.223 -2.858
C 3.354 -0.108 -4.654
C 1.255 1.069 2.998
C -0.663 -1.925 2.607
C -3.824 2.763 -1.995
C -1.470 -2.291 -1.908
H -2.667 -1.173 2.497
H -1.897 5.542 -3.858
H -3.357 -2.263 4.623
H 0.495 -3.395 -6.199
H 3.766 1.904 3.881
H 1.771 -1.502 6.828
H 0.480 -0.590 4.922
H -1.725 -3.597 5.909
H 4.008 -0.164 -5.514
H 1.271 -2.795 2.949
H -5.599 3.661 -2.799
H 2.872 1.588 -1.774
H 1.193 2.017 -0.297
H -2.348 0.912 -0.945
H -2.786 -3.800 -2.656
H 5.077 0.965 5.749
H 0.182 1.106 3.151
H -2.270 2.595 0.757
H 4.104 -0.748 7.268
H 2.480 -1.984 -6.458
H -5.412 1.824 -1.462
H -0.672 3.848 -2.531
H -1.501 -4.122 -4.758
H -2.006 -2.128 -0.983
H -4.368 5.433 -3.987
H 4.407 1.496 -3.704
```

Output
Expectation value of S² = 0.7695
Energy = -7121.1280 a.u.
Relative energy (zero: lowest compared OMol25 entry of this formula, charge and spin) = 19.68 kJ/mol
Total charge = +2
LUMO level (spin up / spin down) = -0.20298 / -0.34755 Eh
Multiplicity = 2

Mulliken population analysis, charges in e, atoms 1 to 5: number 1, Ir, carries 1.59; number 2, Br, carries -0.08; number 3, Br, carries -0.05; number 4, O, carries -0.59; number 5, O, carries -0.80

***

5.
# C35H26HfN7PSSe2

C35H26HfN7PSSe2 as an isolated structure (the ωB97M-V functional and the def2-TZVPD basis, the OMol25 dataset).

Geometry as XYZ:
```
73
C35H26HfN7PSSe2 the ωB97M-V functional and the def2-TZVPD basis
Hf 0.402 0.905 -0.034
Se 2.910 0.710 -0.940
Se 0.374 -1.757 -0.473
S -0.227 3.337 0.079
P 2.527 -1.438 -0.651
N -0.541 0.292 2.045
N 1.599 2.148 1.527
N -1.292 0.906 -4.926
N -1.872 0.713 -0.211
N -0.306 0.990 -2.328
N -8.953 0.810 -0.496
N -1.688 0.560 4.540
C -6.830 0.527 -1.571
C 3.329 -1.925 0.883
C -1.836 0.591 2.174
C -4.667 0.761 -0.323
C 3.204 -2.358 -2.023
C 2.816 4.387 2.540
C 4.553 -1.351 1.239
C -3.984 0.698 0.893
C -6.152 0.778 -0.384
C 0.158 0.037 3.148
C -3.885 0.811 -1.473
C 3.029 -4.048 -3.719
C 4.538 -2.134 -2.371
C 5.108 -2.871 -3.394
C 1.737 4.520 1.689
C 3.301 3.117 2.860
C 5.206 -1.775 2.385
C 2.446 -3.314 -2.694
C -6.917 1.045 0.745
C -8.300 1.052 0.638
C -0.435 0.139 4.397
C -1.622 0.866 -2.571
C -8.216 0.551 -1.575
C -2.095 0.813 -3.872
C 3.429 -3.342 2.825
C -2.385 0.786 3.433
C 1.143 3.363 1.199
C 4.642 -2.768 3.179
C -2.609 0.688 0.914
C -2.507 0.783 -1.389
C 2.769 -2.924 1.678
C 0.000 1.055 -4.676
C 0.503 1.090 -3.382
C 2.679 2.022 2.316
C 4.352 -3.827 -4.066
H 0.671 1.143 -5.522
H 4.803 -4.402 -4.864
H 4.995 -0.569 0.633
H 1.826 -3.380 1.405
H 1.349 5.487 1.403
H -8.908 1.267 1.508
H 4.154 2.986 3.511
H 5.156 -3.100 4.072
H -8.758 0.350 -2.492
H -3.148 0.684 -4.079
H 6.140 -2.703 -3.668
H 1.414 -3.491 -2.424
H -6.478 1.273 1.706
H -3.402 1.137 3.555
H -6.320 0.287 -2.493
H 6.156 -1.335 2.659
H 5.134 -1.390 -1.855
H 2.448 -4.796 -4.241
H -4.352 0.899 -2.440
H 3.293 5.268 2.949
H 3.040 1.016 2.494
H -4.526 0.624 1.823
H 1.196 -0.248 3.031
H 1.559 1.190 -3.190
H 0.125 -0.091 5.294
H 2.999 -4.123 3.438
```

Output
Energy = -7322.8229 a.u.
Relative energy (zero: lowest compared OMol25 entry of this formula, charge and spin) = 5.13 kJ/mol
Total charge = +2
LUMO level = -0.25058 Eh
Multiplicity = 1

Mulliken population analysis, charges in e, atoms 1 to 5: number 1, Hf, carries -0.35; number 2, Se, carries -0.41; number 3, Se, carries -0.23; number 4, S, carries -0.43; number 5, P, carries 0.62

***

6.
# C35H27Br2Cl2MnN7O2S

C35H27Br2Cl2MnN7O2S as an isolated structure (the ωB97M-V functional and the def2-TZVPD basis, the OMol25 dataset).

Geometry as XYZ:
```
77
C35H27Br2Cl2MnN7O2S the ωB97M-V functional and the def2-TZVPD basis
Br -6.122 -2.664 0.531
Br -5.466 5.027 -0.891
Mn -0.281 0.779 0.120
Cl 4.051 -0.756 -5.464
Cl -1.158 0.035 -4.340
S 0.537 2.637 4.165
O -0.215 0.914 -1.787
O 1.819 1.477 0.157
N 2.353 -2.391 0.841
N -0.136 1.097 2.216
N 1.550 -1.502 1.273
N 2.159 -2.488 -0.484
N -2.093 -0.402 0.051
N -1.869 2.179 -0.127
N 0.819 -1.002 0.260
C 1.202 -1.637 -0.832
C -1.418 -1.352 4.664
C 0.876 3.196 1.462
C -4.230 2.542 -0.315
C -0.226 1.130 4.551
C 2.918 -3.388 -1.338
C -2.130 -1.732 0.096
C 1.472 -0.262 -4.812
C 1.569 5.085 -0.474
C 1.802 3.738 -0.708
C -4.488 -1.749 0.316
C -0.502 0.428 3.371
C 2.189 0.703 -2.184
C 1.025 5.510 0.727
C -0.547 0.600 5.797
C -2.707 4.345 -0.690
C 3.154 0.244 -3.136
C -1.675 3.456 -0.454
C 2.787 -0.211 -4.378
C 0.524 0.165 -3.880
C 0.683 4.560 1.678
C 0.931 -4.851 -1.859
C -1.145 -0.642 5.839
C -4.479 -0.370 0.254
C -3.254 0.272 0.096
C 2.657 1.072 -0.937
C -3.301 -2.455 0.215
C 0.430 2.243 2.482
C 1.490 2.793 0.260
C -4.004 3.874 -0.597
C 2.368 -4.816 -1.348
C 2.497 -5.497 0.010
C 0.803 0.633 -2.599
C -1.102 -0.829 3.429
C -3.129 1.722 -0.093
H -1.400 -1.078 6.795
H 2.252 3.377 -1.623
H 0.864 -1.457 -1.841
H -1.292 -1.376 2.518
H -2.493 5.372 -0.947
H 2.878 -2.951 -2.338
H 3.660 0.903 -0.580
H -3.282 -3.534 0.239
H -5.238 2.157 -0.302
H 3.952 -3.350 -0.998
H 2.998 -5.350 -2.066
H 1.866 -5.011 0.756
H -5.405 0.178 0.329
H -1.175 -2.234 0.046
H 0.837 -4.378 -2.837
H 1.187 -0.610 -5.790
H 0.858 6.560 0.920
H 4.204 0.264 -2.875
H 0.259 -4.335 -1.167
H 1.827 5.806 -1.239
H 0.579 -5.879 -1.942
H 2.192 -6.541 -0.059
H 3.523 -5.465 0.378
H -0.330 1.144 6.706
H -1.878 -2.329 4.731
H 0.222 4.880 2.605
H -0.650 3.774 -0.558
```

Output
Expectation value of S² = 0.7923
Energy = -9501.2911 a.u.
Relative energy (zero: lowest compared OMol25 entry of this formula, charge and spin) = 143.50 kJ/mol
Total charge = 0
LUMO level (spin up / spin down) = -0.03363 / -0.03386 Eh
Multiplicity = 2

Mulliken population analysis, charges in e, atoms 1 to 5: number 1, Br, carries -0.15; number 2, Br, carries -0.16; number 3, Mn, carries 1.49; number 4, Cl, carries -0.27; number 5, Cl, carries -0.27